A structure of composition C10H15N10OTe4W in a non-equilibrium geometry, computed with ωB97M-V/def2-TZVPD.

charge	+1
multiplicity	3
lowest unoccupied orbital energy (spin up / spin down)	-4.0 / -5.2	eV

```
41
Properties=species:S:1:pos:R:3:forces:R:3:mulliken_spin:R:1
W 0.1967 -0.5397 0.1767 -1.53 0.68 0.20 0.92
Te 0.0293 0.7662 2.8517 0.02 -0.20 0.28 0.42
Te -1.3004 1.7910 0.9175 0.35 -0.14 -0.06 0.46
Te -1.4119 0.4927 -1.9693 0.23 -0.07 0.10 0.01
Te -0.4677 -1.9428 -2.2286 0.30 -0.20 0.20 -0.01
N -1.5875 -1.3111 0.7909 0.16 0.15 0.35 -0.02
C -1.2918 -2.2769 1.5662 -0.23 -0.19 0.05 0.01
N -1.9548 -2.8560 2.5778 0.00 0.19 -0.22 0.06
C -1.4291 -3.9454 3.3794 0.01 -0.08 0.22 0.00
C -1.3356 -3.4840 4.8324 0.04 -0.01 -0.18 0.01
O -2.5856 -3.0166 5.2845 -0.05 -0.01 0.05 0.00
C -3.0329 -1.9060 4.5307 0.02 0.00 -0.11 0.01
C -3.2016 -2.2741 3.0607 -0.08 0.03 0.16 0.00
H -0.4498 -4.2531 3.0074 -0.01 0.04 -0.02 0.00
H -2.1022 -4.8038 3.3100 0.00 0.01 -0.03 0.00
H -0.5822 -2.6852 4.9073 -0.01 -0.01 0.03 0.00
H -1.0450 -4.3095 5.4793 -0.01 0.00 0.01 0.00
H -2.3144 -1.0791 4.6194 0.00 -0.01 0.01 0.00
H -3.9833 -1.5917 4.9569 -0.01 -0.02 0.01 0.00
H -3.4386 -1.3975 2.4608 0.02 -0.01 -0.03 -0.01
H -4.0036 -3.0075 2.9491 0.01 0.00 -0.02 0.00
N 0.8107 -2.8671 0.2874 0.62 -0.33 0.17 0.04
C 0.0452 -2.7831 1.1674 -0.38 -0.15 -0.18 0.01
N 2.5415 -0.2525 -3.6518 0.04 -0.14 -0.29 0.01
N 2.1950 0.5878 -2.6309 0.21 -0.62 0.69 0.04
N 1.9361 1.8634 -2.7468 -0.05 0.51 -0.27 0.00
C 1.6119 2.2102 -1.5242 0.00 -0.20 0.24 0.02
N 1.7247 1.1600 -0.6735 0.06 0.42 -0.41 0.01
N 2.1012 0.1257 -1.4020 0.22 0.23 -0.85 0.00
H 2.2532 0.1551 -4.5321 -0.09 0.08 0.04 0.00
H 3.5382 -0.4341 -3.6475 0.04 0.06 0.08 0.00
H 1.2993 3.1962 -1.2302 -0.02 0.02 -0.02 -0.01
N 3.2085 0.2470 1.3380 -0.08 0.18 0.09 0.03
C 4.1917 -0.0313 2.1989 0.02 -0.17 0.12 -0.01
C 3.9236 -1.2770 2.7230 0.10 0.14 0.00 0.02
C 2.7362 -1.6689 2.1126 -0.10 -0.07 -0.13 -0.01
N 2.2894 -0.7318 1.2669 0.25 -0.11 -0.17 -0.01
H 3.0461 1.1048 0.8368 -0.06 -0.05 -0.05 0.00
H 5.0004 0.6588 2.3687 -0.01 0.02 -0.02 0.00
H 4.5079 -1.8340 3.4327 0.01 0.00 0.00 0.00
H 2.2158 -2.5960 2.2505 -0.02 0.02 -0.03 0.00
```
Forces are in eV/Å.